{
  "formula": "C22H29F7NO23PS2",
  "method": "wB97M-V/def2-TZVPD",
  "species": ["S", "S", "P", "F", "F", "F", "F", "F", "F", "F", "O", "O", "O", "O", "O", "O", "O", "O", "O", "O", "O", "O", "O", "O", "O", "O", "O", "O", "O", "O", "O", "O", "O", "N", "C", "C", "C", "C", "C", "C", "C", "C", "C", "C", "C", "C", "C", "C", "C", "C", "C", "C", "C", "C", "C", "C", "H", "H", "H", "H", "H", "H", "H", "H", "H", "H", "H", "H", "H", "H", "H", "H", "H", "H", "H", "H", "H", "H", "H", "H", "H", "H", "H", "H", "H"],
  "xyz": [[-0.522, -5.453, 0.982], [-2.909, -2.763, -0.759], [-1.001, -4.993, -0.771], [0.575, 5.329, 4.962], [2.007, -0.137, -7.929], [-0.653, -4.842, -11.835], [-3.995, 4.407, 5.667], [-2.519, -1.289, -0.438], [4.775, 1.276, 5.618], [-5.783, 0.153, 2.343], [-1.239, 7.715, 4.605], [0.734, 3.746, 1.923], [3.534, -2.492, -4.492], [-3.017, 0.141, 4.390], [2.077, 4.382, 3.579], [1.846, -1.001, -4.603], [-0.351, -2.561, -0.515], [-3.670, -2.742, -1.954], [-3.931, 1.369, 2.780], [3.144, 0.401, 6.911], [1.436, 0.348, 8.388], [-3.412, -3.326, 0.440], [-2.098, 7.122, 6.605], [-1.106, -3.154, -10.406], [-0.761, -1.665, -8.745], [0.951, -2.419, -9.994], [-2.457, 5.832, 4.829], [2.861, 3.001, 1.975], [-2.169, 2.173, 3.932], [-2.342, -5.648, -1.333], [0.132, -5.222, -1.873], [1.791, 2.157, 7.091], [2.886, -1.620, -6.471], [-1.356, -3.315, -1.149], [3.373, -3.817, -0.274], [-0.091, 4.457, 2.859], [-0.323, -3.572, -11.510], [2.431, -2.615, -0.103], [-2.963, 1.313, 3.729], [-1.872, 6.977, 5.282], [0.386, -1.751, -1.459], [-4.462, 0.065, 2.617], [1.975, 3.641, 2.431], [1.707, -0.948, -6.891], [-2.838, 5.051, 5.945], [2.058, 0.914, 7.554], [0.939, 5.222, 3.661], [2.834, -1.774, -5.123], [-0.346, -2.344, -9.626], [2.851, 2.559, 6.218], [3.435, 1.225, 5.797], [1.321, -0.174, -5.647], [1.877, -2.084, -1.441], [1.089, -3.459, -10.966], [-3.011, 6.105, 7.025], [-4.186, -0.569, 3.967], [-2.758, 5.767, 8.024], [-0.541, -2.925, -12.361], [4.417, -3.511, -0.343], [-2.429, -5.694, -2.292], [3.285, -4.502, 0.571], [2.401, -1.163, -1.704], [-3.983, -1.634, 3.926], [1.185, 6.211, 3.275], [-0.032, -1.920, -2.452], [-3.962, -0.417, 1.776], [2.981, 0.788, 4.905], [2.110, -2.789, -2.240], [-4.029, 6.497, 7.001], [2.464, 3.154, 5.399], [1.835, -3.181, -11.705], [-0.805, 5.083, 2.334], [-0.617, 3.746, 3.495], [2.985, -1.814, 0.389], [0.250, -0.043, -5.521], [0.195, -0.705, -1.206], [3.133, -4.386, -1.173], [-2.062, 4.309, 6.141], [3.590, 3.129, 6.783], [1.826, 0.794, -5.631], [1.619, -2.903, 0.562], [1.374, -4.387, -10.468], [-5.008, -0.361, 4.654], [0.971, -1.680, -7.214], [-0.037, -4.796, -2.721]],
  "largest_force_ev_per_a": 0.49,
  "e_homo_ev": -9.8,
  "total_energy_ha": -4477.8886,
  "lumo_ev": -0.259,
  "multiplicity": 1,
  "smiles": "CCCCON(P(O)(O)=S)S(=O)(=O)F.O=C1OC[C@@H](F)O1.O=C1OC[C@@H](F)O1.O=C1OC[C@@H](F)O1.O=C1OC[C@@H](F)O1.O=C1OC[C@@H](F)O1.O=C1OC[C@@H](F)O1"
}